No. 1
Computed, not measured: C18H19Cl2NO4 as an isolated structure in a non-equilibrium geometry, with ωB97M-V with the def2-TZVPD basis set.

Computed properties:
- Energy above the lowest of the compared OMol25 structures with the same formula, charge and spin: 326.7 kcal/mol
- Max |F|: 16.04 eV/Å
- Electronic energy: -1972.88449 a.u.
- Total charge: 0
- LUMO: 0.01619 hartree

Last column: Mulliken charge in e.
Element x y z (Å)
C1 -4.79356 -2.12151 1.88638  -0.6600
H1 -4.77651 -1.33692 2.54258  0.3026
O1 -3.36313 -2.17465 1.30903  -0.4540
C2 -2.85543 -1.32094 0.58090  0.4512
C3 -1.65352 -1.84135 -0.07250  -1.4287
C4 -0.96761 -0.88904 -0.62748  0.1230
C5 -1.45925 0.35433 -0.76922  0.1995
C6 -2.61619 0.89039 -0.53103  -0.5568
C7 -3.43077 0.04109 0.26228  1.0396
O2 -4.54930 0.34548 0.88052  -0.5659
C8 -5.13903 1.87725 0.63346  -0.8006
H2 -4.52914 2.55406 0.91454  0.3461
H3 -5.20001 1.65515 -0.57199  0.3169
H4 -6.02513 1.81860 1.15263  0.2814
H5 -2.95006 1.85585 -0.73687  0.6010
C9 -0.61029 1.43459 -1.58446  -1.3281
H6 -1.14674 2.00742 -2.18922  0.7593
H7 0.04259 0.88922 -2.35836  0.2321
C10 0.47910 2.36945 -0.82978  -1.1884
N1 1.31559 1.44600 -0.01958  0.0351
C11 2.62168 1.50908 -0.44240  -0.2146
O3 3.06904 2.50155 -0.83222  -0.5398
C12 3.45493 0.51498 0.34702  0.5541
C13 4.27959 0.70641 1.50827  0.8603
C14 5.08203 -0.19595 1.66572  -0.6264
C15 5.03123 -1.63460 1.42491  -0.3511
C16 4.08941 -2.11010 0.38618  0.1494
C17 3.36522 -0.74102 -0.22605  -0.1591
O4 2.36312 -1.23054 -1.08953  -0.1798
C18 2.89596 -0.84026 -2.42796  -0.7587
H8 3.06941 0.38335 -2.60210  0.1951
H9 3.73115 -1.37140 -2.92327  0.3253
H10 2.07391 -1.02193 -3.14675  0.3352
Cl1 3.88560 -3.66103 -0.22592  -0.1631
H11 5.48520 -2.52807 1.87443  0.3253
H12 5.80108 0.05410 2.75658  0.1409
Cl2 4.51350 2.26628 1.77069  -0.2006
H13 0.98227 0.59984 0.59573  0.4016
H14 0.91786 3.06361 -1.30162  0.8085
H15 -0.34331 2.88089 0.10148  0.1600
H16 0.11394 -1.21590 -0.91377  0.1261
H17 -1.47896 -2.59414 0.52478  0.5993
H18 -5.18440 -3.12187 2.29304  0.2734
H19 -5.59108 -2.06776 1.01091  0.2335



No. 2
Computed, not measured: C18H19ClN2 in the gas phase in a non-equilibrium geometry, with ωB97M-V with the def2-TZVPD basis set.

Computed properties:
- Structure (SMILES): N=c1c2c(n(Cc3ccc(Cl)cc3)c3c1CCC3)CCC2
- Energy above the lowest of the compared OMol25 structures with the same formula, charge and spin: 46.6 kcal/mol
- Max |F|: 4.09 eV/Å
- Electronic energy: -1266.92189 a.u.
- Total charge: 0
- LUMO: 0.02114 hartree

Last column: Mulliken charge in e.
Element x y z (Å)
N1 -3.70111 0.96585 -0.19269  -0.8571
C1 -2.63429 0.22857 -0.01999  0.6211
C2 -2.21518 -0.89011 -0.84673  -0.2738
C3 -0.89227 -1.29864 -0.93744  0.5953
N2 0.09671 -0.76210 -0.04877  0.1876
C4 1.45410 -1.19041 -0.27968  -1.0070
C5 2.46437 -0.10144 -0.48856  0.2493
C6 2.15158 0.95833 -1.40862  -0.2827
C7 2.83321 2.17178 -1.30533  -0.9220
C8 3.95409 2.20397 -0.52722  0.5125
Cl1 4.82536 3.69607 -0.49145  -0.2181
C9 4.37634 1.13169 0.33477  -0.7364
C10 3.63461 -0.08961 0.23884  -0.1755
C11 -0.37022 0.19633 0.96663  0.1810
C12 -1.70214 0.65401 1.01300  0.4082
C13 -1.92153 1.57067 2.16014  -0.9456
C14 -0.44977 1.79579 2.64898  -0.8576
C15 0.36128 0.61206 2.17828  -0.5309
C16 -1.00888 -2.51550 -1.87345  -0.7519
C17 -2.47652 -2.94124 -1.90570  -0.8248
C18 -3.22364 -1.74041 -1.41458  -0.5462
H1 -3.74815 1.85482 0.42088  0.2500
H2 1.40603 -1.86959 -1.11935  0.4583
H3 1.77831 -1.79677 0.53745  0.3433
H4 1.26115 0.86623 -1.95972  0.4762
H5 2.49477 2.99571 -1.86317  0.4672
H6 5.09408 1.30188 1.10855  0.4109
H7 3.81725 -0.85362 1.00789  0.3356
H8 -2.57927 1.17894 2.96841  0.2343
H9 -2.28992 2.57634 1.88615  0.3846
H10 -0.34537 1.73053 3.73958  0.3424
H11 -0.11880 2.62714 2.11215  0.3756
H12 1.41806 0.88482 1.93253  0.0620
H13 0.37719 -0.20326 2.86723  0.2940
H14 -0.74070 -2.17758 -2.90753  0.3062
H15 -0.36798 -3.34620 -1.56075  0.4180
H16 -2.60847 -3.83346 -1.25536  0.2777
H17 -2.84613 -3.22067 -2.88444  0.2902
H18 -3.77701 -1.32853 -2.29221  0.2611
H19 -3.78109 -2.04241 -0.53872  0.1871



No. 3
Computed, not measured: C18H19ClN2O in the gas phase in a non-equilibrium geometry, with ωB97M-V with the def2-TZVPD basis set.

Computed properties:
- Structure (SMILES): O=C(Nc1ccccc1N1CCCCC1)c1cccc(Cl)c1
- Energy above the lowest of the compared OMol25 structures with the same formula, charge and spin: 382.2 kcal/mol
- Max |F|: 14.78 eV/Å
- Electronic energy: -1341.67433 a.u.
- Total charge: 0
- LUMO: 0.01366 hartree

Last column: Mulliken charge in e.
Element x y z (Å)
O1 0.26071 0.02660 -3.54723  -0.4994
C1 0.03423 -0.22555 -2.46182  -0.2194
N1 -1.08137 -1.03397 -2.02997  -0.0308
C2 -1.28379 -1.34287 -0.74135  0.3521
C3 -1.52174 -2.58821 -0.68125  -1.1611
C4 -1.72423 -3.12647 0.81262  -0.3742
C5 -1.60380 -2.20016 1.98533  -1.5481
C6 -1.47746 -1.03940 1.53032  -0.2448
C7 -1.23181 -0.52792 0.27936  0.7365
N2 -1.03777 0.93367 0.11567  1.6744
C8 -1.81463 1.40960 -0.77183  -2.2019
C9 -2.94898 2.14070 -0.25901  -0.9637
C10 -2.50245 3.38113 0.75802  -1.1791
C11 -1.75647 2.39631 1.98704  -0.6587
C12 -0.55585 1.71833 1.08125  -0.5004
C13 1.12176 0.01878 -1.44333  0.3346
C14 1.60143 1.24910 -1.40991  0.4608
C15 2.70912 1.86971 -0.58559  -1.0305
C16 3.15126 1.05946 0.36643  -0.2223
C17 2.53375 -0.35032 0.48920  -0.1649
Cl1 3.18595 -1.55765 1.81312  -0.2338
C18 1.66412 -0.77946 -0.58354  0.1195
H1 -1.47411 -1.33000 -2.70957  -0.2755
H2 -1.46203 -3.36260 -1.23239  0.7854
H3 -2.13140 -4.38252 0.94232  0.1582
H4 -1.85625 -2.51162 2.80884  0.8937
H5 -1.55765 -0.31656 2.48779  -0.0699
H6 -2.09410 0.90397 -1.43830  1.4914
H7 -1.22788 2.15122 -1.49290  0.3559
H8 -3.48442 2.74447 -0.76838  0.6402
H9 -3.69262 1.43306 0.32292  0.2135
H10 -3.37836 3.67900 1.52812  0.2925
H11 -1.88810 3.99407 0.38533  0.7161
H12 -1.23796 3.18801 2.75004  0.2968
H13 -2.48710 1.65830 2.39618  0.3359
H14 0.12356 1.18760 2.01999  0.1480
H15 0.11792 2.66351 0.76334  0.1505
H16 1.33718 2.03134 -2.44513  0.0752
H17 3.07292 2.86419 -0.36439  0.3462
H18 3.82282 1.22886 1.17209  0.3899
H19 1.23050 -1.63860 -0.28119  0.6114



No. 4
Computed, not measured: C18H19ClN2O4S in the gas phase, with ωB97M-V with the def2-TZVPD basis set.

Computed properties:
- Structure (SMILES): O=C(O)c1cc(S(=O)(=O)Nc2ccc(N3CCCCC3)cc2)ccc1Cl
- Energy above the lowest of the compared OMol25 structures with the same formula, charge and spin: 21.0 kcal/mol
- Max |F|: 0.87 eV/Å
- Electronic energy: -1966.18544 a.u.
- Total charge: 0
- LUMO: -0.00209 hartree

Last column: Mulliken charge in e.
Element x y z (Å)
O1 -4.78867 -3.42511 -0.76831  -0.5570
C1 -4.54868 -2.26101 -0.94435  0.3197
O2 -4.93976 -1.61093 -2.04973  -0.4437
C2 -3.81738 -1.36874 -0.00510  -0.1170
C3 -3.95744 0.01348 -0.12823  -0.2708
C4 -3.31225 0.85696 0.74676  -0.1204
S1 -3.37485 2.62586 0.43648  1.1496
O3 -4.63905 2.98404 -0.12950  -0.6906
O4 -2.90837 3.31625 1.59624  -0.6457
N1 -2.25649 2.77560 -0.80212  -0.3086
C5 -1.04904 2.06610 -0.66743  0.1646
C6 -0.62938 1.15742 -1.62845  -0.9654
C7 0.54505 0.44859 -1.46427  -0.6137
C8 1.34071 0.61813 -0.32609  0.4515
N2 2.54204 -0.04126 -0.15141  0.2787
C9 3.20051 -0.70910 -1.24997  -0.8839
C10 4.71759 -0.60694 -1.07138  -0.8139
C11 5.14621 -1.19511 0.26820  -0.6917
C12 4.38117 -0.49725 1.38757  -0.6591
C13 2.88177 -0.62449 1.12886  -0.7417
C14 0.90352 1.54597 0.63047  -0.1236
C15 -0.26608 2.25433 0.46639  -0.7096
C16 -2.51126 0.36251 1.76052  -0.1921
C17 -2.35107 -1.00373 1.89126  -0.7325
C18 -2.99506 -1.86971 1.01269  0.4785
Cl1 -2.73528 -3.55124 1.19558  -0.1878
H1 -5.43411 -2.21406 -2.62744  0.3464
H2 -4.58830 0.42913 -0.89799  0.5369
H3 -2.70759 2.66048 -1.69759  0.3636
H4 -1.22895 0.99929 -2.51430  0.3035
H5 0.82443 -0.26173 -2.22614  0.3867
H6 2.92586 -0.21941 -2.18451  0.4833
H7 2.90801 -1.77070 -1.30659  0.3631
H8 5.21243 -1.12673 -1.89329  0.3620
H9 5.00310 0.44580 -1.11061  0.3223
H10 6.22162 -1.07273 0.40684  0.3307
H11 4.92342 -2.26477 0.28691  0.3068
H12 4.62580 -0.93963 2.35440  0.3502
H13 4.65212 0.55951 1.41270  0.3015
H14 2.31437 -0.13780 1.92041  0.4576
H15 2.61065 -1.69433 1.12932  0.2595
H16 1.50546 1.73587 1.50537  0.5290
H17 -0.58713 2.96998 1.20566  0.5938
H18 -2.03299 1.05523 2.43354  0.5355
H19 -1.72663 -1.41402 2.66864  0.4942